(1)
44
Properties=species:S:1:pos:R:3:forces:R:3 method="wB97M-V/def2-TZVPD" mol_weight_g_mol=485.33 energy_ha=-5082.4009 orbital_gap_ev="6.22 / 7.14" e_above_lowest_ev=0.000 spin_multiplicity=5 total_charge=0 lumo_ha="-0.025 / -0.024" homo_ev="-6.9 / -7.8"
Cr -0.4064 -1.0390 0.0537 -0.390 0.170 0.172
Br -3.2192 5.8530 1.0191 -0.003 0.002 -0.006
C -2.8133 4.0303 0.6967 -0.168 -0.120 -0.058
C -3.8307 3.1534 0.2753 -0.061 0.261 0.039
C -3.5636 1.8364 0.0428 0.241 -0.212 0.017
C -2.2525 1.2838 0.2057 -0.162 0.386 -0.044
O -2.0664 0.0444 -0.0441 -0.079 -0.112 0.069
C -1.2382 2.1983 0.6332 0.277 -0.149 0.085
C 0.1338 1.8199 0.8522 -0.331 0.386 -0.052
N 0.6439 0.6647 0.6236 0.852 -0.254 0.085
C 2.0453 0.4295 0.8456 -0.750 -0.323 -0.239
C 2.9712 1.3344 1.2609 0.517 0.265 0.134
C 4.3310 0.9617 1.4247 -0.301 0.228 0.015
C 4.7480 -0.3061 1.1672 -0.033 -0.241 -0.061
C 3.8103 -1.2769 0.7294 0.276 -0.030 0.006
C 4.1562 -2.6187 0.4237 0.186 0.164 0.098
C 3.2000 -3.4898 0.0129 -0.415 -0.037 -0.084
C 1.8605 -3.0358 -0.0926 0.291 -0.413 0.003
N 1.5190 -1.8071 0.1712 0.261 0.334 0.254
C 2.4705 -0.9073 0.5772 -0.322 0.015 -0.110
C -1.5502 3.5548 0.8775 0.030 -0.030 -0.004
H -4.8365 3.5328 0.1432 0.016 0.006 0.008
H -4.3502 1.1557 -0.2588 0.004 -0.003 0.001
H 0.7639 2.6243 1.2368 -0.025 -0.026 -0.035
H 2.6965 2.3603 1.4659 0.023 -0.022 0.008
H 5.0400 1.7075 1.7586 -0.018 0.014 -0.007
H 5.7871 -0.5845 1.2906 -0.017 -0.026 -0.016
H 5.1872 -2.9373 0.5273 -0.011 0.044 -0.002
H 3.4337 -4.5176 -0.2257 -0.013 0.008 0.003
H 1.0464 -3.6955 -0.3732 0.007 0.029 -0.002
H -0.7657 4.2261 1.2083 0.008 -0.042 -0.006
N -1.8821 1.1886 -3.2121 0.192 -0.048 0.060
C -1.3591 -0.0374 -2.9939 -0.180 0.095 -0.011
N -2.2258 -1.0624 -3.0369 0.148 -0.132 0.045
S 0.2863 -0.2685 -2.7361 -0.080 -0.026 0.014
H -2.8672 1.3567 -3.0900 -0.001 -0.008 -0.009
H -1.2612 1.9659 -3.0692 -0.023 0.011 0.009
H -3.2165 -0.8983 -2.9812 -0.022 0.013 0.043
H -1.8883 -1.9469 -2.6920 -0.041 -0.011 0.035
C -2.1264 -3.3780 1.0727 -0.084 0.168 -0.007
O -1.1889 -2.7617 0.2596 0.157 -0.369 -0.399
H -2.1683 -2.9525 2.0870 0.028 0.036 0.012
H -1.9051 -4.4473 1.1921 0.030 -0.036 -0.016
H -3.1492 -3.3140 0.6712 -0.012 0.037 -0.049

(2)
43
Properties=species:S:1:pos:R:3:forces:R:3 method="wB97M-V/def2-TZVPD" mol_weight_g_mol=362.35 energy_ha=-1289.9856 orbital_gap_ev=8.57 e_above_lowest_ev=0.000 total_charge=0 lumo_ha=0.020 homo_ev=-8.0
C -0.5795 -5.8537 0.6618 -0.091 -0.331 0.264
O -0.2615 -4.7534 -0.1586 0.344 0.667 -0.060
C 0.4379 -3.7288 0.3676 -0.021 0.124 -0.019
C 0.8806 -3.6494 1.6846 -0.155 -0.308 -0.032
C 1.6182 -2.5359 2.0470 -0.153 -0.140 -0.152
N 1.8928 -1.5302 1.2459 0.110 0.243 0.083
C 1.4541 -1.5555 -0.0180 -0.064 -0.343 0.027
N 1.7679 -0.4756 -0.7740 -0.002 0.052 0.049
C 1.0908 -0.1430 -2.0104 -0.161 0.125 -0.471
C 1.0464 1.3859 -2.1590 -0.029 -0.215 -0.005
N 0.7055 2.0066 -0.9047 0.283 -0.155 -0.101
C -0.5811 2.3404 -0.5667 -0.395 0.303 0.150
C -1.6916 2.0003 -1.3537 0.114 -0.057 -0.067
C -2.9665 2.3876 -0.9961 -0.043 0.064 0.078
C -3.1982 3.1186 0.1572 0.082 0.088 0.144
C -2.1069 3.4599 0.9416 -0.097 -0.084 -0.044
C -2.2808 4.2733 2.1900 0.029 0.264 0.348
F -1.6352 3.7375 3.2452 0.119 -0.189 -0.031
F -3.5587 4.4163 2.5658 -0.218 -0.112 -0.160
F -1.7860 5.5219 2.0589 0.085 0.048 -0.188
C -0.8187 3.0914 0.5925 -0.123 -0.077 -0.036
C 1.7064 1.7996 0.1285 0.223 0.018 0.093
C 2.5791 0.5838 -0.2194 0.193 0.258 0.180
C 0.7398 -2.6734 -0.5185 0.071 -0.075 0.874
C 0.3738 -2.8533 -1.8646 -0.104 -0.229 -0.670
N 0.0904 -3.0611 -2.9588 -0.059 -0.021 -0.204
H -1.1263 -6.5438 0.0220 0.041 0.031 0.085
H -1.2143 -5.5560 1.5018 0.047 0.000 -0.057
H 0.3223 -6.3448 1.0395 -0.046 0.047 -0.028
H 0.6795 -4.4245 2.4033 -0.022 -0.085 0.055
H 2.0080 -2.4391 3.0518 -0.014 -0.102 0.120
H 1.5966 -0.5938 -2.8732 -0.150 0.052 0.015
H 0.0685 -0.5294 -1.9734 0.119 0.116 -0.047
H 0.3327 1.6678 -2.9310 0.096 -0.023 -0.004
H 2.0251 1.7662 -2.4680 -0.105 -0.029 -0.087
H -1.5703 1.4117 -2.2488 0.047 -0.070 -0.084
H -3.7989 2.1041 -1.6218 -0.064 -0.043 -0.073
H -4.1946 3.4141 0.4412 -0.080 0.022 0.031
H -0.0005 3.4104 1.2178 0.115 0.019 0.039
H 1.2046 1.6044 1.0793 0.040 0.022 -0.031
H 2.3414 2.6882 0.2400 0.020 -0.065 0.131
H 3.3506 0.8489 -0.9484 -0.015 -0.003 0.077
H 3.0566 0.2056 0.6833 0.033 0.196 -0.192

(3)
58
Properties=species:S:1:pos:R:3:forces:R:3 method="wB97M-V/def2-TZVPD" mol_weight_g_mol=656.43 energy_ha=-3396.3199 orbital_gap_ev=7.70 e_above_lowest_ev=0.000 total_charge=0 lumo_ha=-0.029 homo_ev=-8.5
O 0.4634 -0.4996 1.5053 -0.040 0.119 -0.774
P 0.6590 1.0161 1.9209 0.300 0.522 2.331
O 1.6237 1.7337 0.8660 -0.180 -0.149 -0.491
S 1.4099 1.1563 3.7044 -0.081 -0.161 -0.288
C -0.8983 1.9258 1.8474 0.648 -0.841 -0.818
C -0.8694 3.2683 1.6165 -0.139 -0.022 0.019
C -2.0604 4.0329 1.6139 -0.127 -0.320 0.124
C -3.2552 3.4294 1.8344 -0.486 0.484 -0.047
C -3.3192 2.0438 2.0747 -0.299 -0.054 0.070
N -4.4220 1.3184 2.3242 -0.134 0.243 -0.096
S -3.9355 -0.1792 2.5207 0.051 -0.203 0.047
N -2.3544 -0.0333 2.3084 -0.171 -0.152 0.063
C -2.1436 1.2667 2.0727 0.625 0.193 -0.031
H 0.5366 -0.6635 0.5536 -0.031 -0.127 0.028
H 2.4598 1.8484 1.3454 0.120 0.046 -0.138
H 0.0643 3.7757 1.4403 0.221 -0.053 -0.026
H -2.0185 5.0940 1.4521 0.027 0.248 -0.088
H -4.1694 3.9930 1.8289 -0.259 0.188 0.078
C -3.0728 -4.2703 1.7110 0.202 -0.071 -0.147
C -3.6173 -4.2102 3.1195 -0.138 0.175 -0.085
O -4.9699 -4.5853 2.9410 0.229 -0.225 0.041
C -5.0314 -5.3885 1.8369 -0.015 0.064 -0.090
O -5.9524 -6.0685 1.5484 -0.108 -0.009 -0.030
O -3.8785 -5.2989 1.1267 0.029 0.100 0.142
F -3.5620 -2.9553 3.6300 -0.067 -0.072 0.046
H -3.2363 -3.3311 1.1802 -0.045 0.066 0.115
H -2.0188 -4.5306 1.6673 -0.060 -0.163 -0.064
H -3.1398 -4.8990 3.8180 0.018 0.106 0.096
C -4.6829 5.4494 -2.0175 0.194 0.149 -0.053
C -6.1476 5.1632 -2.2632 0.028 -0.292 0.044
O -6.5906 4.7317 -0.9885 0.021 0.353 -0.112
C -5.7920 5.3234 -0.0574 0.010 -0.078 0.120
O -6.0305 5.3785 1.0996 0.014 -0.049 0.078
O -4.6855 5.8459 -0.6414 -0.074 -0.066 -0.185
F -6.3279 4.1661 -3.1619 -0.015 0.010 0.067
H -4.0761 4.5509 -2.1373 -0.113 -0.082 -0.034
H -4.2865 6.2412 -2.6473 -0.007 0.112 0.163
H -6.7330 6.0305 -2.5728 -0.047 -0.061 -0.095
C 5.5221 -0.1371 -0.8118 0.268 -0.045 -0.188
C 5.1226 -0.1585 0.6454 -0.165 0.195 0.004
O 3.7892 -0.6367 0.5877 0.248 -0.223 0.024
C 3.6770 -1.4055 -0.5274 -0.121 0.076 -0.053
O 2.7779 -2.1440 -0.7491 -0.141 0.030 -0.062
O 4.7358 -1.2101 -1.3487 0.082 0.057 0.099
F 5.1255 1.0824 1.1914 -0.098 -0.035 -0.021
H 5.2348 0.7984 -1.2932 -0.065 0.056 0.130
H 6.5821 -0.3155 -0.9721 -0.062 -0.205 -0.076
H 5.7167 -0.8263 1.2703 0.019 0.109 0.097
C 6.3762 -2.9318 -4.2920 -0.178 0.308 0.005
C 6.1295 -4.3807 -3.9441 0.171 -0.125 -0.199
O 7.4038 -4.8036 -3.4891 -0.182 0.169 0.225
C 8.0424 -3.7100 -2.9816 0.028 -0.027 -0.072
O 9.0052 -3.7444 -2.2980 0.109 -0.001 0.026
O 7.4036 -2.5735 -3.3615 -0.109 -0.095 -0.050
F 5.7739 -5.1114 -5.0280 0.070 -0.003 0.053
H 6.7502 -2.8187 -5.3103 0.000 -0.168 -0.025
H 5.4981 -2.3057 -4.1566 0.092 0.066 0.177
H 5.3948 -4.5372 -3.1526 -0.067 -0.069 -0.071